Entry from OMol25: a molecular structure, C8H14ClN3O6S2 (the ωB97M-V functional and the def2-TZVPD basis).

Computed properties:
Largest force on an atom in eV/A: 5.77
E in eV: -59467.3749
Total charge: 0
Lowest unoccupied orbital energy in eV: -0.697
Relative energy (zero: lowest compared OMol25 entry of this formula, charge and spin) in kJ/mol: 0.82

```
34
Properties=species:S:1:pos:R:3:forces:R:3
H 4.2536 2.4785 -1.4908 -0.54 -0.11 0.59
H -0.5509 -1.8679 1.3659 -0.11 0.45 0.05
N -3.4725 -1.0662 -1.3387 -2.40 -2.31 0.11
C -2.4082 -0.2974 -0.9989 2.66 1.39 -0.39
C 0.4205 0.5780 1.1735 -0.25 -1.29 0.31
H -4.1109 -0.5904 -1.9898 0.21 -0.30 0.31
N -3.6501 -2.3929 -1.1181 -0.83 -0.52 0.14
H 4.4994 1.9814 0.1772 -0.25 0.14 0.24
C -1.5007 -1.6953 0.8537 -0.16 -0.70 0.15
O 1.0218 3.1284 1.1451 -0.94 0.10 -0.97
H 0.5759 -0.5853 -2.0401 -0.01 0.19 0.08
O 2.6368 1.6735 2.1166 -0.35 -1.07 -1.08
C -2.6504 -1.6294 1.8904 0.09 0.59 -1.06
S 2.5033 0.0395 -0.8864 3.28 -4.00 -2.55
Cl -2.5271 -2.9623 3.0269 0.11 -0.19 0.24
H 1.8089 2.2524 -1.2595 -0.60 -0.01 -0.39
H -1.6153 -2.5859 0.2454 -0.21 -0.23 -0.02
C 0.8227 -0.5820 -0.9745 -0.49 0.76 -0.99
O 3.1047 -0.1036 -2.2154 -1.13 0.88 0.90
O -2.3305 0.6601 -1.7364 0.58 1.35 -0.02
H 0.8497 -1.6154 -0.6764 0.39 -0.36 0.45
O -4.6798 -2.8620 -1.5674 1.45 1.15 0.29
C 3.7893 2.4845 -0.4771 0.56 0.44 -0.91
H -2.5992 -0.6693 2.4007 -0.03 -0.12 0.26
H 3.6582 3.5671 -0.2062 -0.07 -1.19 0.02
H 0.8572 -0.3041 1.6956 -0.14 0.73 -0.36
S 1.6569 1.8425 1.0629 0.93 2.44 3.28
C 2.4338 1.7612 -0.5380 0.38 0.09 0.98
H -3.6371 -1.7094 1.4061 0.48 0.06 0.14
C -0.1863 0.2302 -0.1711 0.62 -0.22 -0.18
O 3.1966 -0.7953 0.0955 -1.19 1.79 0.19
N -1.4324 -0.5273 -0.0224 -1.51 -0.09 -0.48
H -0.3977 0.9870 1.7480 0.14 0.45 0.59
H -0.3403 1.1771 -0.6962 -0.68 -0.29 0.03
```
Positions in Å, forces in eV/Å.